Record 1
Here is a cluster of 2 separate species, C2H7N2S in total at a distorted geometry from OMol25. Energies are from ωB97M-V/def2-TZVPD.

Properties
LUMO energy (spin up / spin down)	0.91 / -2.12	eV
HOMO (spin up / spin down)	-9.41 / -9.22	eV
total charge	0
energy above the lowest of the compared OMol25 structures with the same formula, charge and spin	7.8	kcal/mol
frontier orbital gap (spin up / spin down)	10.32 / 7.11	eV
2S+1	2

Structure (XYZ):
```
12
Properties=species:S:1:pos:R:3:forces:R:3
C -0.3719 -1.0578 -3.3729 0.6 -0.2 0.4
S -0.0926 -0.2016 -1.8272 -0.2 -0.1 0.0
H -1.0772 -1.8836 -3.3060 -0.1 0.1 0.1
H 0.6150 -1.4994 -3.5770 -0.1 0.0 -0.2
H -0.6000 -0.3706 -4.1704 -0.2 0.1 -0.3
N 0.1295 0.5963 1.4220 -0.7 -1.1 -1.0
C 0.1185 1.2528 2.6387 0.9 0.3 0.6
N 0.2298 0.7535 3.7993 -0.5 -0.4 -0.2
H -0.1961 -0.3656 1.3500 0.1 0.3 0.7
H 0.8584 0.6980 0.7362 0.1 0.9 0.2
H 0.0418 2.3377 2.6061 0.0 0.0 -0.4
H 0.3448 -0.2597 3.7013 0.0 0.0 0.2
```
Forces are in eV/Å.


Record 2
Here is a cluster of 4 separate species, C2H7N3 in total at a distorted geometry from OMol25. Energies are from ωB97M-V/def2-TZVPD.

Properties
LUMO energy	0.47	eV
HOMO	-8.66	eV
total charge	0
energy above the lowest of the compared OMol25 structures with the same formula, charge and spin	144.0	kcal/mol
frontier orbital gap	9.13	eV

Structure (XYZ):
```
12
Properties=species:S:1:pos:R:3:forces:R:3
C -1.7905 0.1838 0.0547 -0.1 0.3 0.0
C 0.6810 0.1859 -0.0491 -1.2 -0.9 -0.2
H -1.1549 1.5480 0.3239 -2.2 -3.8 -0.9
H -2.5319 -0.5715 1.3352 1.7 2.2 -3.5
H -2.6735 -0.0235 -1.2631 2.3 0.8 4.0
H -0.6096 -1.5817 -0.1539 0.9 2.6 0.0
H 2.6547 -0.2382 -0.3917 -2.2 -0.7 1.4
H 1.7762 -1.6360 0.0183 -0.7 1.0 0.1
H 1.6740 1.7893 0.2607 -1.6 -0.4 -0.7
N -0.5127 -0.5122 -0.1656 -2.3 -1.1 0.3
N 1.7670 -0.6095 0.1053 4.2 -0.6 -1.3
N 0.7202 1.4655 -0.0748 1.1 0.6 0.8
```
Forces are in eV/Å.


Record 3
Here is the ion C2H7N3 with charge +1 at a distorted geometry from OMol25. Energies are from ωB97M-V/def2-TZVPD.

Properties
LUMO energy (spin up / spin down)	-3.78 / -8.41	eV
HOMO (spin up / spin down)	-16.23 / -15.95	eV
total charge	+1
energy above the lowest of the compared OMol25 structures with the same formula, charge and spin	13.0	kcal/mol
frontier orbital gap (spin up / spin down)	12.45 / 7.54	eV
2S+1	2

Structure (XYZ):
```
12
Properties=species:S:1:pos:R:3:forces:R:3
C 0.8476 -1.5291 -0.3369 0.3 0.1 0.3
N 0.7148 -0.2637 0.3994 -0.9 2.0 -1.6
C -0.1453 0.6441 -0.0543 -0.9 -0.6 1.7
N -0.5999 1.5226 0.9182 -0.2 0.3 -1.1
N -0.6142 0.5993 -1.2978 -0.1 -0.3 -0.8
H 1.7350 -1.5488 -0.9735 0.2 -0.1 0.5
H -0.0097 -1.6015 -1.0006 0.0 0.0 0.2
H 0.7906 -2.3121 0.4159 0.3 -0.3 -0.3
H 1.1707 0.2342 1.1656 0.8 -1.6 0.5
H -1.1878 2.2194 0.4770 0.1 0.4 0.4
H -1.1412 1.0479 1.6297 0.3 0.0 0.4
H -1.5605 0.9877 -1.3426 0.1 0.2 -0.2
```
Forces are in eV/Å.


Record 4
Here is the molecule C2H7N3O at a distorted geometry from OMol25. Energies are from ωB97M-V/def2-TZVPD.

Properties
SMILES string	[H]/N=C(/CO)NN
LUMO energy	0.87	eV
HOMO	-9.25	eV
total charge	0
energy above the lowest of the compared OMol25 structures with the same formula, charge and spin	71.0	kcal/mol
frontier orbital gap	10.12	eV

Structure (XYZ):
```
13
Properties=species:S:1:pos:R:3:forces:R:3
H 0.2034 1.1651 -2.3941 -1.1 -0.4 0.4
N -0.5916 1.0394 -1.7148 1.7 0.7 0.6
C -0.0791 0.6142 -0.6090 -1.0 -1.0 0.5
C -0.9355 0.3085 0.5860 -1.8 0.8 2.4
O -1.3021 -1.0665 0.5455 1.2 0.0 1.5
N 1.1783 0.1226 -0.4154 -1.0 -0.3 2.4
N 1.6067 -0.8100 0.6354 1.2 4.0 0.4
H -1.8545 0.9678 0.6766 1.0 -0.7 -0.6
H -0.4572 0.4131 1.6518 -0.4 0.1 -2.3
H -1.9271 -1.2593 -0.1193 -1.1 0.1 -1.4
H 1.6313 0.0951 -1.2516 2.3 -0.8 -2.3
H 1.6145 -0.1613 1.4674 0.8 -1.0 -1.0
H 0.9129 -1.4287 0.9416 -1.8 -1.4 -0.6
```
Forces are in eV/Å.


Record 5
Here is the molecule C2H7N3O at a distorted geometry from OMol25. Energies are from ωB97M-V/def2-TZVPD.

Properties
SMILES string	CN(N)/C=N\O
LUMO energy	0.58	eV
HOMO	-8.34	eV
total charge	0
energy above the lowest of the compared OMol25 structures with the same formula, charge and spin	118.8	kcal/mol
frontier orbital gap	8.92	eV

Structure (XYZ):
```
13
Properties=species:S:1:pos:R:3:forces:R:3
C 1.6109 -0.3823 0.0528 0.3 0.1 0.2
N 0.2326 -0.0688 -0.3132 -2.1 -3.3 -1.4
N -0.2800 1.2086 -0.0622 4.9 2.2 0.5
C -0.8028 -1.0502 -0.1191 2.1 2.4 -0.3
N -2.0315 -0.8787 0.0335 -1.1 -1.4 -0.2
O -2.6869 0.3027 -0.0523 -0.8 0.8 0.3
H 2.3454 -0.0188 -0.8182 -1.3 -0.4 2.4
H 1.8316 -1.5166 0.1937 -0.8 2.0 -0.3
H 1.6260 0.1202 1.1034 1.4 -0.6 -1.6
H 0.2856 1.4383 0.7920 -1.4 0.3 0.5
H 0.3794 1.8047 -0.6464 -1.7 -0.3 -0.1
H -0.4231 -2.0254 -0.2026 0.2 -1.4 0.2
H -2.0873 1.0664 0.0386 0.3 -0.5 -0.2
```
Forces are in eV/Å.


Record 6
Here is the molecule C2H7N3O at a distorted geometry from OMol25. Energies are from ωB97M-V/def2-TZVPD.

Properties
SMILES string	C/C(O)=N/NN
LUMO energy	0.76	eV
HOMO	-8.28	eV
total charge	0
energy above the lowest of the compared OMol25 structures with the same formula, charge and spin	81.4	kcal/mol
frontier orbital gap	9.04	eV

Structure (XYZ):
```
13
Properties=species:S:1:pos:R:3:forces:R:3
C 1.7843 -0.8033 -0.2391 0.5 0.6 0.6
C 0.6563 0.1338 -0.1481 -1.5 2.3 -0.3
O 1.0973 1.4950 0.0620 -0.8 -0.7 -0.2
N -0.5724 -0.2203 -0.2350 2.0 -1.1 0.0
N -1.7447 0.4820 -0.3070 1.3 0.5 0.4
N -2.8978 -0.2794 -0.0050 0.5 1.1 -4.8
H 2.5171 -0.4719 -0.9853 0.0 0.1 0.3
H 2.2161 -0.7923 0.7778 0.3 -0.5 -0.6
H 1.4378 -1.7527 -0.5494 -0.3 -1.1 0.1
H 2.0632 1.6650 -0.0126 -1.0 -0.9 0.0
H -1.6222 1.3773 0.1398 -0.9 0.2 0.3
H -2.8407 -1.0411 -0.7085 -0.5 0.6 1.0
H -3.0194 -0.6081 0.8772 0.4 -1.2 3.3
```
Forces are in eV/Å.


Record 7
Here is the molecule C2H7N3O at a distorted geometry from OMol25. Energies are from ωB97M-V/def2-TZVPD.

Properties
SMILES string	[H]/N=C(/CO)NN
LUMO energy	0.61	eV
HOMO	-9.51	eV
total charge	0
energy above the lowest of the compared OMol25 structures with the same formula, charge and spin	109.2	kcal/mol
frontier orbital gap	10.12	eV

Structure (XYZ):
```
13
Properties=species:S:1:pos:R:3:forces:R:3
H 0.3250 2.2243 0.6450 -2.8 -2.2 -3.0
N -0.4988 1.5646 0.0686 1.5 2.3 2.7
C -0.0250 0.4095 -0.1421 1.0 -0.6 1.4
C -0.9020 -0.8702 -0.1216 -0.7 0.0 1.9
O -2.3624 -0.4931 0.1051 3.3 -0.9 -0.4
N 1.3479 0.2203 -0.3381 1.0 5.3 -1.6
N 2.0676 -0.6843 0.2871 3.3 -4.2 1.0
H -0.4717 -1.7601 0.6050 -1.2 2.8 -1.0
H -0.6963 -1.3556 -1.0396 -0.8 -0.4 -1.5
H -2.3027 0.4562 0.3291 0.1 -0.2 -0.1
H 1.9795 1.1283 -0.6229 -2.9 -2.3 0.8
H 2.6609 -0.4733 1.2135 -1.8 -0.2 -3.1
H 2.5505 -1.2151 -0.5119 -0.1 0.6 2.7
```
Forces are in eV/Å.


Record 8
Here is the molecule C2H7N3O2 at a distorted geometry from OMol25. Energies are from ωB97M-V/def2-TZVPD.

Properties
SMILES string	CN(N)C(=O)NO
LUMO energy	0.49	eV
HOMO	-9.04	eV
total charge	0
energy above the lowest of the compared OMol25 structures with the same formula, charge and spin	156.8	kcal/mol
frontier orbital gap	9.53	eV

Structure (XYZ):
```
14
Properties=species:S:1:pos:R:3:forces:R:3
C -0.5643 -1.6535 -0.1670 -6.1 6.0 4.0
N -0.1876 -0.0799 -0.4825 -1.5 -5.2 2.7
N -1.2076 0.6643 0.2063 -2.2 1.4 -2.3
C 1.1270 -0.0458 -0.0437 -0.5 1.0 -0.5
O 1.9025 -0.9808 -0.2062 -0.6 0.3 0.4
N 1.6101 1.1894 0.3696 4.4 -3.4 -1.8
O 0.9896 2.3347 0.0022 -4.0 1.9 -0.1
H -0.6705 -1.8403 1.0331 1.3 0.4 -2.8
H -0.0169 -2.2633 -0.7155 2.1 -3.0 -2.3
H -1.7074 -1.4582 -0.3492 2.0 -1.7 -0.6
H -1.9737 0.7234 -0.5737 1.8 0.3 2.0
H -1.7414 0.2314 0.9927 1.4 -0.3 -0.6
H 2.4900 0.8574 -0.3808 -1.7 2.9 2.8
H -0.0497 2.3211 0.3146 3.6 -0.8 -0.9
```
Forces are in eV/Å.